1.
{"formula": "C22H27BrF8N3O12", "method": "ωB97M-V/def2-TZVPD", "total_charge": 1, "e_tot_ha": -5293.812308, "symbols": ["C", "C", "C", "O", "C", "C", "C", "C", "C", "F", "N", "C", "F", "F", "C", "F", "F", "C", "F", "F", "F", "C", "C", "O", "N", "O", "N", "Br", "H", "H", "H", "H", "H", "H", "H", "H", "H", "H", "H", "H", "H", "H", "H", "C", "C", "O", "C", "O", "O", "H", "H", "H", "H", "C", "C", "O", "C", "O", "O", "H", "H", "H", "H", "C", "C", "O", "C", "O", "O", "H", "H", "H", "H"], "positions_angstrom": [[4.671897, 0.364079, -0.301675], [4.178842, 1.653762, -1.235809], [2.708181, 2.259370, -0.748217], [2.443457, 1.803605, 0.626542], [0.991625, 1.647680, 0.883138], [0.312635, 0.336959, 0.166758], [0.613225, -1.282801, 0.341595], [1.767712, -1.577031, 1.447278], [1.194669, -1.393386, 3.008143], [2.514636, -2.841908, 1.307513], [-0.243480, -2.142758, -0.552245], [-0.177351, -3.646073, -0.654047], [-0.996767, -4.204060, -1.798136], [1.216607, -4.144177, -0.963074], [-0.702729, -4.467469, 0.665305], [-0.350891, -5.914638, 0.411312], [-0.059092, -4.105902, 1.942832], [-2.324768, -4.437241, 0.903629], [-2.549349, -5.051686, 2.265793], [-2.879943, -3.038820, 1.021622], [-3.108103, -5.275322, -0.042540], [-1.106554, -1.103034, -1.249735], [-2.297595, -1.388129, -2.335237], [-3.345256, -2.300649, -1.838180], [-4.555439, -1.709096, -1.883915], [-5.415357, -2.597864, -1.777164], [-0.815561, 0.332528, -0.874314], [-1.576926, 1.961024, -1.439832], [5.735848, -0.008398, -0.693916], [3.937955, -0.549349, -0.437170], [4.840823, 0.663433, 0.831426], [4.149872, 1.252057, -2.339933], [5.022462, 2.458864, -1.130093], [1.915212, 1.897861, -1.534476], [2.808265, 3.437249, -0.848539], [0.852126, 1.634644, 2.068573], [0.496063, 2.675823, 0.533510], [2.576572, -0.704842, 1.337416], [0.028001, -1.327735, 3.061714], [1.653903, -2.249570, 3.662851], [1.638401, -0.376923, 3.450978], [-1.775090, -1.877927, -3.290466], [-2.840563, -0.410628, -2.717173], [8.229854, 1.446885, 2.535033], [8.082687, 2.576754, 1.568219], [6.696236, 2.857104, 1.603911], [6.230887, 2.405994, 2.805413], [5.115133, 2.634876, 3.241748], [7.176957, 1.666634, 3.454853], [9.197650, 1.457586, 3.043849], [8.087325, 0.469907, 2.061449], [8.632454, 3.470233, 1.882463], [8.397248, 2.303096, 0.557367], [-7.000624, 0.903917, -4.526009], [-6.643826, -0.125257, -5.548989], [-5.269672, 0.114523, -5.786307], [-4.778223, 0.738902, -4.676223], [-3.593655, 0.941035, -4.467357], [-5.784798, 1.106383, -3.830506], [-7.784104, 0.560133, -3.845119], [-7.311785, 1.851879, -4.977262], [-6.765022, -1.147035, -5.174052], [-7.221861, -0.013900, -6.470474], [-4.269371, 2.363741, 3.133816], [-3.912573, 1.334568, 2.110835], [-2.538418, 1.574348, 1.873518], [-2.046969, 2.198727, 2.983602], [-0.862402, 2.400860, 3.192468], [-3.053545, 2.566208, 3.829319], [-5.052850, 2.019958, 3.814706], [-4.580532, 3.311703, 2.682562], [-4.033769, 0.312789, 2.485773], [-4.490607, 1.445925, 1.189350]], "atomic_forces_ev_per_a": [[0.667, 0.028, -0.453], [0.553, -0.910, 0.882], [1.586, 0.129, -1.570], [-2.405, -0.268, -1.499], [0.489, 1.354, 0.620], [-1.154, -5.242, -1.540], [0.006, 3.996, -0.213], [0.851, 0.595, 1.063], [0.637, 0.399, -0.032], [-2.116, 2.584, -0.030], [-0.036, 5.703, 0.326], [1.253, -2.810, -2.407], [2.430, 2.550, 3.827], [-4.732, 2.321, 1.226], [1.176, -2.829, 1.404], [-1.240, 4.943, 0.797], [-2.011, -0.691, -4.481], [-3.183, -1.192, 2.379], [0.780, 2.200, -4.867], [2.042, -4.771, -0.852], [3.063, 3.614, 3.314], [-0.566, 1.498, 0.019], [0.962, 0.261, -1.036], [2.590, 0.517, -0.454], [-3.988, -3.516, 0.221], [3.051, 3.779, -0.228], [2.926, -5.561, 2.465], [0.159, -1.437, -0.021], [-2.345, 0.862, 0.702], [1.421, 1.867, 0.488], [-0.712, -0.645, -2.408], [-0.111, 1.072, 2.118], [-1.792, -1.407, -0.310], [1.186, 0.519, 1.737], [-0.568, -2.376, 0.627], [0.218, -0.387, -2.838], [0.514, -2.610, 0.522], [-1.837, -2.046, -0.271], [2.293, -0.395, -0.112], [-1.135, 1.513, -1.378], [-1.011, -2.226, -1.147], [-1.260, 0.856, 2.220], [1.440, -1.638, 1.036], [0.900, -0.733, 0.098], [0.851, 0.411, -0.731], [-0.612, -0.307, 0.700], [-2.259, 0.474, 1.030], [2.449, -0.568, -1.043], [-0.829, 0.599, -0.297], [-0.270, -0.031, 0.061], [0.003, 0.079, 0.028], [-0.060, -0.089, -0.017], [-0.205, 0.124, 0.114], [-1.237, 0.363, 0.184], [-0.894, -0.709, -0.573], [0.910, 0.687, 0.949], [1.396, 0.229, 0.077], [-2.047, -0.489, -0.145], [1.272, -0.272, -0.432], [0.262, 0.119, 0.012], [0.061, -0.092, 0.046], [0.029, 0.101, -0.029], [0.282, -0.036, 0.086], [-1.138, 0.394, 0.267], [-0.909, -0.742, -0.551], [0.754, 0.446, 0.496], [1.948, 0.604, 0.887], [-2.532, -0.497, -0.495], [1.209, -0.374, -0.656], [0.260, 0.127, 0.005], [0.043, -0.087, 0.044], [0.026, 0.094, -0.018], [0.247, -0.028, 0.058]], "mulliken_charge": [-0.567, -0.509, -0.250, -0.162, -0.724, 0.385, -0.150, 0.963, -1.029, -0.342, 0.418, 0.601, -0.263, -0.267, 0.479, -0.267, -0.195, 0.604, -0.248, -0.196, -0.198, 0.321, -0.254, -0.037, 0.186, -0.360, 0.029, 0.150, 0.352, 0.121, 0.059, 0.292, 0.274, 0.156, 0.283, 0.032, 0.438, -0.285, 0.206, 0.361, 0.316, 0.306, -0.047, -0.321, -0.294, -0.293, 0.692, -0.558, -0.311, 0.301, 0.259, 0.267, 0.288, -0.306, -0.321, -0.299, 0.671, -0.591, -0.282, 0.292, 0.284, 0.258, 0.296, -0.401, -0.335, -0.065, 0.495, -0.527, -0.334, 0.317, 0.268, 0.254, 0.312]}

---

2.
{"formula": "C22H27Cl3N2O3RbS7", "method": "ωB97M-V/def2-TZVPD", "total_charge": -1, "e_tot_ha": -5381.783545, "symbols": ["Rb", "S", "S", "S", "S", "C", "S", "C", "O", "H", "H", "H", "H", "H", "H", "Cl", "C", "C", "C", "C", "C", "C", "N", "C", "C", "N", "C", "O", "C", "C", "C", "Cl", "S", "C", "C", "C", "Cl", "C", "H", "H", "H", "H", "H", "H", "H", "H", "H", "H", "H", "H", "H", "O", "S", "C", "C", "C", "C", "H", "H", "H", "H", "H", "H", "H", "H"], "positions_angstrom": [[-1.425313, 1.263145, 2.432388], [-4.604493, 1.140847, 3.568600], [-4.276402, -0.526861, 4.746707], [-2.608642, -1.616487, 4.040125], [-1.188592, -1.796923, 5.542595], [1.861503, -0.920928, 4.235846], [0.770658, -0.929245, 2.833521], [1.830772, -1.959756, 1.816653], [0.888430, 0.461094, 2.237164], [1.995638, -1.945698, 4.591907], [1.349314, -0.350187, 5.007624], [2.802363, -0.456407, 3.910262], [1.940227, -2.945724, 2.284197], [2.797811, -1.454147, 1.713091], [1.337786, -2.058402, 0.846427], [1.520324, -1.448271, -9.504211], [1.054227, -1.258573, -7.837359], [0.312770, -0.158817, -7.454891], [-0.028719, -0.012325, -6.117584], [0.349564, -0.940809, -5.162709], [-0.024739, -0.717622, -3.716594], [-1.388224, -1.299831, -3.385262], [-1.609739, -1.359767, -1.949870], [-1.383828, -2.463450, -1.140980], [-1.531780, -2.015905, 0.138773], [-1.830994, -0.668583, 0.143059], [-1.878863, -0.310442, -1.114988], [-0.072648, 0.661236, -3.428200], [1.174110, 1.183896, -2.969980], [2.304003, 0.837754, -3.895748], [2.495617, 1.405671, -5.106701], [1.544453, 2.648018, -5.811186], [3.788096, 0.710983, -5.969229], [4.107834, -0.392052, -4.708625], [3.251949, -0.219009, -3.675834], [1.078759, -2.039789, -5.588987], [1.572102, -3.270664, -4.451884], [1.443575, -2.208121, -6.919952], [0.020638, 0.581812, -8.191243], [-0.574214, 0.866873, -5.790556], [0.698115, -1.214815, -3.069921], [-1.454440, -2.309167, -3.781914], [-2.157450, -0.692151, -3.861795], [-1.158559, -3.437817, -1.554186], [-1.477909, -2.573318, 1.066323], [-2.084821, 0.683593, -1.492486], [1.380170, 0.805355, -1.969729], [1.037406, 2.258950, -2.911412], [4.911323, -1.110558, -4.808011], [3.275818, -0.816280, -2.770151], [2.025316, -3.068555, -7.226612], [-1.075804, 2.717612, 4.454750], [-1.593159, 1.706629, 5.480023], [-3.002929, 2.502722, 6.321304], [-2.520896, 3.136421, 7.639324], [-1.001977, 3.285747, 7.532977], [-0.548454, 1.961265, 6.930154], [-3.769094, 1.736231, 6.435347], [-3.353016, 3.213752, 5.579603], [-2.757797, 2.471430, 8.474829], [-3.016056, 4.089927, 7.831070], [-0.526076, 3.497179, 8.492984], [-0.748837, 4.094045, 6.841396], [-0.729177, 1.110154, 7.597186], [0.482970, 1.935114, 6.572586]], "atomic_forces_ev_per_a": [[-2.003, 0.034, -0.955], [0.227, 0.024, 0.007], [0.052, -0.185, -0.019], [-0.051, 0.083, 0.066], [0.014, 0.079, -0.036], [0.229, 0.049, 0.175], [0.222, 0.217, -0.263], [0.089, -0.148, -0.222], [1.405, -1.003, 0.049], [-0.047, 0.171, -0.018], [0.068, -0.015, 0.031], [-0.176, -0.104, 0.144], [-0.035, 0.211, -0.109], [-0.149, -0.135, -0.014], [0.106, -0.013, 0.075], [-0.014, 0.005, 0.070], [-0.001, 0.047, -0.215], [-0.207, 0.218, 0.083], [-0.302, 0.078, -0.390], [-0.038, -0.199, 0.082], [-0.013, -0.016, 0.016], [-0.147, -0.043, 0.290], [-0.023, 0.017, -0.102], [0.030, 0.283, -0.119], [-0.063, 0.123, 0.162], [-0.041, -0.157, -0.272], [0.234, -0.345, -0.040], [-0.016, 0.199, 0.142], [-0.004, -0.099, -0.162], [0.149, -0.363, 0.577], [0.067, 0.328, -0.232], [0.219, 0.229, 0.071], [0.217, 0.012, -0.513], [0.208, -0.139, -0.093], [-0.276, 0.223, 0.401], [0.121, -0.238, -0.220], [-0.064, 0.077, -0.079], [0.111, -0.305, 0.283], [0.028, -0.068, 0.104], [0.027, -0.173, -0.075], [0.157, -0.043, 0.080], [-0.056, -0.118, -0.045], [-0.066, 0.020, 0.010], [-0.056, 0.183, 0.058], [-0.026, 0.102, -0.117], [0.032, -0.172, 0.044], [0.045, -0.075, 0.168], [-0.033, 0.112, 0.013], [-0.125, 0.118, 0.048], [-0.023, 0.089, -0.098], [-0.047, 0.065, 0.053], [-0.005, 0.289, 1.414], [-0.094, 0.589, -0.243], [0.051, 0.018, 0.157], [0.017, -0.066, -0.118], [-0.037, -0.105, -0.117], [0.209, -0.070, 0.066], [0.016, 0.036, -0.008], [-0.042, 0.070, -0.011], [0.000, 0.013, -0.026], [-0.016, -0.011, -0.040], [-0.017, -0.051, 0.008], [-0.001, -0.027, 0.024], [0.033, 0.078, -0.077], [-0.067, -0.003, 0.080]], "nbo_charge": [0.890, -0.760, -0.145, -0.187, -0.768, -0.826, 1.293, -0.833, -1.046, 0.241, 0.268, 0.210, 0.230, 0.219, 0.234, -0.001, -0.022, -0.257, -0.118, -0.097, 0.065, -0.210, -0.360, -0.118, -0.094, -0.464, 0.177, -0.535, -0.083, -0.149, -0.240, 0.049, 0.484, -0.424, -0.232, 0.003, -0.001, -0.262, 0.233, 0.234, 0.204, 0.218, 0.219, 0.215, 0.236, 0.203, 0.198, 0.214, 0.246, 0.235, 0.241, -1.060, 1.272, -0.621, -0.413, -0.415, -0.609, 0.269, 0.260, 0.198, 0.208, 0.202, 0.214, 0.237, 0.232]}